{
  "formula": "C5H6N",
  "method": "the ωB97M-V functional and the def2-TZVPD basis",
  "total_energy_ev": -6753.784,
  "charge": 1,
  "e_above_lowest_kcal_mol": 262.75,
  "fmax_ev_per_a": 4.7,
  "homo_ev": [-15.006, -15.111],
  "e_lumo_ha": [-0.2954, -0.2762],
  "spin_multiplicity": 1,
  "elements": ["C", "C", "C", "C", "C", "N", "H", "H", "H", "H", "H", "H"],
  "xyz": [[-1.178, 0.606, 0.091], [-2.420, 0.715, -0.161], [-0.456, -0.679, 0.102], [-0.711, -1.966, -0.026], [1.295, 1.156, -0.405], [0.219, 0.494, 0.342], [-0.130, -2.866, 0.032], [-1.753, -2.159, -0.247], [1.168, 0.972, -1.550], [1.241, 2.314, -0.142], [2.397, 0.942, -0.166], [0.329, 0.471, 2.130]]
}


{
  "formula": "C11H4AuBrF5NSe",
  "method": "the ωB97M-V functional and the def2-TZVPD basis",
  "total_energy_ev": -165628.769,
  "fmax_ev_per_a": 0.5,
  "homo_ev": -8.002,
  "e_lumo_ha": -0.0356,
  "spin_multiplicity": 1,
  "elements": ["Au", "Br", "C", "C", "C", "C", "N", "C", "H", "H", "H", "H", "F", "C", "C", "F", "C", "F", "C", "Se", "C", "F", "C", "F"],
  "xyz": [[-0.087, -1.476, -0.563], [-1.347, -5.014, 4.682], [-0.546, -3.517, 3.848], [0.045, -2.527, 4.612], [0.637, -1.461, 3.956], [0.604, -1.432, 2.572], [0.021, -2.383, 1.842], [-0.543, -3.413, 2.466], [0.046, -2.597, 5.691], [1.118, -0.662, 4.501], [1.065, -0.620, 2.031], [-1.002, -4.175, 1.850], [-0.312, 3.883, -5.461], [-0.169, 3.182, -4.339], [0.272, 1.872, -4.389], [0.548, 1.311, -5.567], [0.430, 1.154, -3.218], [0.859, -0.107, -3.303], [0.159, 1.713, -1.975], [0.466, 0.862, -0.314], [-0.299, 3.029, -1.955], [-0.580, 3.609, -0.787], [-0.466, 3.758, -3.116], [-0.919, 5.012, -3.064]]
}


{
  "formula": "C5H7NO",
  "method": "the ωB97M-V functional and the def2-TZVPD basis",
  "total_energy_ev": -8833.233,
  "e_above_lowest_kcal_mol": 68.49,
  "fmax_ev_per_a": 0.5,
  "homo_ev": -8.813,
  "e_lumo_ha": 0.0236,
  "spin_multiplicity": 1,
  "elements": ["C", "C", "C", "C", "N", "C", "O", "H", "H", "H", "H", "H", "H", "H"],
  "xyz": [[-0.139, -1.472, -2.485], [-0.499, -0.495, -1.874], [-0.879, 0.648, -1.104], [-0.214, 0.998, 0.007], [0.883, 0.302, 0.488], [1.510, 0.625, 1.666], [1.189, 1.545, 2.384], [0.159, -2.332, -3.045], [-1.732, 1.236, -1.426], [-0.494, 1.850, 0.617], [1.202, -0.500, -0.042], [2.352, -0.054, 1.891], [-1.609, -1.349, 1.784], [-1.731, -1.003, 1.137]]
}


{
  "formula": "C60H79N9O9",
  "method": "the ωB97M-V functional and the def2-TZVPD basis",
  "total_energy_ev": -95276.021,
  "charge": 6,
  "e_above_lowest_kcal_mol": 28.61,
  "fmax_ev_per_a": 6.7,
  "homo_ev": -16.040,
  "e_lumo_ha": -0.5225,
  "spin_multiplicity": 1,
  "elements": ["C", "C", "C", "N", "C", "C", "C", "C", "C", "C", "H", "H", "H", "H", "H", "H", "H", "H", "H", "H", "H", "H", "H", "H", "H", "H", "H", "H", "H", "H", "C", "N", "C", "C", "C", "C", "C", "C", "C", "C", "N", "C", "C", "C", "H", "H", "H", "H", "H", "H", "H", "H", "H", "H", "H", "H", "H", "H", "C", "N", "C", "C", "C", "C", "C", "C", "C", "C", "N", "C", "C", "C", "H", "H", "H", "H", "H", "H", "H", "H", "H", "H", "H", "H", "H", "H", "C", "N", "C", "C", "C", "C", "C", "C", "C", "C", "N", "C", "C", "C", "H", "H", "H", "H", "H", "H", "H", "H", "H", "H", "H", "H", "H", "H", "C", "N", "C", "C", "C", "C", "C", "C", "C", "C", "N", "C", "C", "C", "H", "H", "H", "H", "H", "H", "H", "H", "H", "H", "H", "H", "H", "H", "O", "C", "O", "O", "H", "O", "C", "O", "O", "H", "O", "C", "O", "O", "H"],
  "xyz": [[6.027, 1.978, -4.490], [5.350, 3.102, -3.711], [3.802, 2.919, -3.868], [2.974, 3.732, -2.812], [3.527, 5.200, -2.687], [2.838, 5.991, -1.569], [2.927, 5.221, -0.197], [2.367, 3.767, -0.278], [3.076, 2.990, -1.425], [1.487, 3.765, -3.178], [7.066, 1.904, -4.167], [5.903, 2.046, -5.571], [5.513, 1.048, -4.246], [5.709, 4.088, -4.004], [5.568, 2.781, -2.693], [3.398, 1.911, -3.958], [3.556, 3.402, -4.814], [4.570, 5.096, -2.385], [3.479, 5.570, -3.711], [3.255, 6.997, -1.608], [1.774, 6.106, -1.775], [4.009, 5.186, -0.071], [2.414, 5.853, 0.527], [2.509, 3.170, 0.623], [1.293, 3.792, -0.462], [4.102, 2.814, -1.104], [2.636, 1.997, -1.520], [1.050, 2.767, -3.218], [1.312, 4.283, -4.121], [0.860, 4.257, -2.435], [-0.936, -4.524, -0.955], [-2.227, -4.028, -0.471], [-2.316, -2.885, 0.288], [-3.599, -2.334, 0.557], [-4.749, -2.997, 0.094], [-4.617, -4.153, -0.695], [-3.358, -4.636, -0.999], [-6.093, -2.374, 0.463], [-6.332, -1.830, 1.722], [-7.571, -1.272, 2.019], [-8.577, -1.316, 1.108], [-8.349, -1.680, -0.160], [-7.118, -2.306, -0.482], [-9.953, -1.031, 1.497], [-0.179, -4.126, -0.280], [-0.763, -4.228, -1.990], [-1.049, -5.608, -0.989], [-1.406, -2.449, 0.675], [-3.684, -1.407, 1.105], [-5.531, -4.615, -1.037], [-3.178, -5.604, -1.444], [-5.483, -1.899, 2.386], [-7.865, -0.877, 2.981], [-9.069, -1.605, -0.961], [-6.901, -2.498, -1.523], [-10.123, -1.038, 2.574], [-10.567, -1.790, 1.013], [-10.295, -0.096, 1.054], [5.019, -0.057, -0.822], [5.418, 0.918, 0.262], [4.633, 1.179, 1.260], [5.023, 2.049, 2.280], [6.156, 2.826, 2.151], [6.924, 2.607, 1.002], [6.634, 1.530, 0.106], [6.478, 3.973, 3.142], [5.519, 4.612, 3.891], [5.888, 5.614, 4.817], [7.179, 5.942, 4.974], [8.129, 5.404, 4.230], [7.809, 4.376, 3.344], [7.502, 7.012, 6.023], [5.711, 0.012, -1.661], [4.053, 0.196, -1.261], [5.142, -1.076, -0.456], [3.748, 0.565, 1.189], [4.314, 2.082, 3.094], [7.831, 3.180, 0.876], [7.388, 1.116, -0.547], [4.502, 4.253, 3.840], [5.169, 6.066, 5.485], [9.132, 5.779, 4.369], [8.643, 3.854, 2.898], [7.033, 6.769, 6.976], [7.315, 8.049, 5.743], [8.548, 6.847, 6.284], [-0.692, -0.913, 4.273], [-0.379, -2.246, 3.635], [-1.140, -3.302, 3.950], [-0.817, -4.577, 3.401], [0.416, -4.670, 2.759], [1.064, -3.446, 2.334], [0.593, -2.216, 2.814], [0.953, -5.988, 2.296], [0.161, -6.976, 1.612], [0.630, -8.257, 1.319], [1.937, -8.544, 1.662], [2.732, -7.662, 2.241], [2.251, -6.331, 2.567], [2.548, -9.786, 1.115], [-1.418, -0.360, 3.676], [0.221, -0.336, 4.417], [-1.144, -1.160, 5.234], [-1.966, -3.161, 4.632], [-1.553, -5.344, 3.591], [1.954, -3.559, 1.732], [1.055, -1.271, 2.569], [-0.875, -6.892, 1.318], [-0.037, -8.957, 0.838], [3.686, -8.125, 2.447], [2.799, -5.640, 3.190], [2.533, -9.657, 0.033], [1.888, -10.635, 1.294], [3.543, -9.968, 1.521], [-9.933, 2.935, -1.443], [-8.763, 2.086, -1.827], [-8.788, 1.343, -2.956], [-7.743, 0.580, -3.295], [-6.573, 0.532, -2.460], [-6.642, 1.288, -1.287], [-7.781, 2.003, -0.975], [-5.338, -0.258, -2.829], [-5.374, -1.398, -3.648], [-4.234, -2.155, -3.983], [-3.080, -1.761, -3.477], [-2.947, -0.591, -2.816], [-4.071, 0.181, -2.450], [-1.830, -2.475, -3.795], [-10.783, 2.956, -2.125], [-9.504, 3.893, -1.148], [-10.286, 2.348, -0.595], [-9.622, 1.571, -3.604], [-7.757, -0.043, -4.177], [-5.829, 1.246, -0.578], [-7.943, 2.627, -0.109], [-6.282, -1.800, -4.073], [-4.244, -3.059, -4.574], [-1.935, -0.327, -2.546], [-3.817, 1.116, -1.974], [-1.497, -2.275, -4.813], [-2.052, -3.536, -3.683], [-1.033, -2.179, -3.112], [0.276, 2.598, 2.640], [1.539, 2.331, 3.103], [2.071, 1.201, 2.997], [2.195, 3.220, 3.632], [0.111, 1.717, 2.297], [1.841, -0.242, -3.247], [1.146, 0.197, -4.287], [-0.010, 0.489, -4.215], [1.766, 0.349, -5.351], [1.176, -0.429, -2.580], [1.694, 0.028, 0.127], [0.420, -0.262, -0.043], [-0.345, 0.178, 0.810], [0.112, -0.993, -1.006], [1.442, 0.544, 0.897]]
}